# 1
This record from OMol25 describes a structure of composition C34H31N5O2P2Se2Ti. The level of theory is ωB97M-V/def2-TZVPD.

Its total charge is +2. For the LUMO energy, the calculation gives -7.8 eV. As for the frontier orbital gap: 4.7520 eV. Its HOMO energy is -12.6 eV. The calculation puts the energy relative to the best compared isomer or geometry (same formula, charge and spin) at 0.00 kcal/mol.

CARTESIAN COORDINATES (ANGSTROEM)
Ti1 0.798956 -3.106958 -0.233146
C1 2.696037 -3.346994 2.990773
C2 1.803576 -4.046642 2.015254
C3 2.319340 -4.881639 1.005803
C4 1.484159 -5.585421 0.142180
C5 0.097437 -5.472688 0.268533
C6 -0.439327 -4.652106 1.272343
C7 0.408402 -3.919410 2.110920
H1 2.426996 -3.647481 4.004509
H2 2.561895 -2.265986 2.921921
H3 3.742826 -3.600672 2.830915
H4 3.391331 -5.011560 0.922007
H5 1.908862 -6.232473 -0.615914
H6 -0.559460 -6.039401 -0.379322
H7 -1.512138 -4.590429 1.399722
H8 -0.014571 -3.288140 2.884173
N1 3.082634 -2.326066 -0.291006
N2 3.645112 -3.196469 -1.247683
C8 2.765333 -3.684148 -2.193745
O1 3.007955 -4.377896 -3.116328
O2 1.481516 -3.260949 -1.848061
H9 3.125613 -1.353497 -0.602307
H10 3.599878 -2.404798 0.581500
H11 4.609518 -3.072585 -1.535585
Se1 -2.603718 2.762768 1.064972
P1 -0.528194 2.574439 0.998414
C9 0.358334 3.132732 2.458936
C10 -0.025372 2.622434 3.700389
C11 0.569684 3.092599 4.854688
C12 1.538550 4.088412 4.780265
C13 1.909027 4.610537 3.552825
C14 1.319539 4.134806 2.387642
C15 0.291119 3.338112 -0.415169
C16 -0.343556 4.375084 -1.090239
C17 0.314625 5.027026 -2.124922
C18 1.593312 4.636431 -2.491756
C19 2.228906 3.596733 -1.821651
C20 1.582094 2.953886 -0.779083
C21 0.009736 0.816378 0.855215
C22 -0.417119 -0.278949 0.127447
N3 0.486488 -1.271538 0.390610
N4 1.387548 -0.810565 1.289246
N5 1.103027 0.407816 1.576595
P2 -1.727071 -0.716123 -1.034146
Se2 -1.512311 -2.917210 -1.201364
C23 -3.351716 -0.431279 -0.406103
C24 -3.638428 -0.850382 0.895565
C25 -4.904404 -0.660293 1.407938
C26 -5.883027 -0.059113 0.621891
C27 -5.604127 0.335390 -0.677762
C28 -4.335536 0.147370 -1.203994
C29 -1.434899 0.081008 -2.592050
C30 -1.676540 1.456777 -2.668273
C31 -1.416549 2.121487 -3.853714
C32 -0.920869 1.425558 -4.949408
C33 -0.678678 0.061676 -4.869381
C34 -0.932427 -0.618559 -3.688985
H12 -0.806181 1.873021 3.761736
H13 0.270133 2.698733 5.816139
H14 1.994089 4.465220 5.685908
H15 2.650877 5.394659 3.496500
H16 1.609943 4.556985 1.435576
H17 -1.343273 4.669334 -0.792671
H18 -0.171071 5.845086 -2.639542
H19 2.104370 5.149301 -3.295208
H20 3.231193 3.303840 -2.101804
H21 2.091851 2.166341 -0.236034
H22 -2.867306 -1.296137 1.514473
H23 -5.131966 -0.963087 2.420346
H24 -6.873383 0.097147 1.027480
H25 -6.373340 0.791825 -1.284501
H26 -4.125192 0.450515 -2.219706
H27 -2.067707 2.000783 -1.815339
H28 -1.604947 3.183120 -3.920863
H29 -0.728093 1.950905 -5.874953
H30 -0.300194 -0.474669 -5.728354
H31 -0.749132 -1.683959 -3.631276

Forces on atoms 1 to 6 (eV/Å):
0.4 -0.3 0.2
0.0 0.0 -0.1
-0.1 -0.1 0.1
0.0 0.0 0.0
-0.1 -0.1 0.0
-0.1 0.0 0.0

Results of the Löwdin charge analysis, in e, for atoms 1 through 8:
1 Ti 0.86
2 C -0.01
3 C -0.28
4 C -0.03
5 C -0.04
6 C -0.09
7 C -0.12
8 C -0.05

# 2
This record from OMol25 describes a structure of composition C4H8O2. The level of theory is ωB97M-V/def2-TZVPD.

For the LUMO energy, the calculation gives 0.4 eV. As for the frontier orbital gap: 10.1604 eV. Its HOMO energy is -9.7 eV. The calculation puts the energy relative to the best compared isomer or geometry (same formula, charge and spin) at 90.16 kcal/mol.

CARTESIAN COORDINATES (ANGSTROEM)
C1 -1.965560 0.654967 -0.302939
C2 -0.776202 -0.928031 0.033503
C3 0.379155 -0.045841 0.150471
O1 0.168507 1.154447 0.272359
C4 1.832090 -0.440553 0.107767
O2 2.625637 0.666837 -0.205698
H1 -1.954789 1.611702 0.286906
H2 -2.866450 0.123589 -0.084757
H3 -1.781033 0.910120 -1.343105
H4 -0.539745 -1.945319 -0.416023
H5 -1.297977 -1.119311 0.959141
H6 2.072917 -0.852858 1.102598
H7 2.000208 -1.232763 -0.627620
H8 2.103237 1.443012 0.067402

Forces on atoms 1 to 6 (eV/Å):
-0.2 -1.6 -0.4
-0.9 1.5 0.0
0.3 1.2 0.5
1.6 0.0 0.3
0.0 -0.4 0.0
0.2 0.0 0.2

Results of the Löwdin charge analysis, in e, for atoms 1 through 8:
1 C 0.04
2 C 0.00
3 C -0.45
4 O 0.00
5 C -0.21
6 O -0.05
7 H 0.07
8 H 0.02

# 3
This record from OMol25 describes a structure of composition C11H12BrF5NO5S. The level of theory is ωB97M-V/def2-TZVPD.

Its total charge is -1. For the LUMO energy, the calculation gives 0.0 eV. As for the frontier orbital gap: 2.9136 eV. Its HOMO energy is -3.0 eV. The calculation puts the energy relative to the best compared isomer or geometry (same formula, charge and spin) at 36.22 kcal/mol.

CARTESIAN COORDINATES (ANGSTROEM)
N1 -2.973519 -1.614876 -3.363609
C1 -2.084064 -0.741312 -2.526094
C2 -1.100693 -1.674328 -1.752010
C3 -1.302531 -1.644176 -0.181894
C4 0.028975 -1.072313 0.423836
C5 -0.113061 -0.713760 1.928437
C6 1.231143 -0.352296 2.564409
C7 2.138937 0.532727 2.113202
S1 2.151272 1.627597 0.686897
O1 2.421587 0.942300 -0.544521
O2 3.220222 2.560347 0.903510
C8 0.609757 2.676788 0.573557
F1 -0.445765 2.182445 1.241642
F2 0.913258 3.843038 1.164127
C9 0.171531 3.014974 -0.891083
F3 1.095898 3.781035 -1.434724
F4 -0.077820 1.925828 -1.580069
F5 -0.969926 3.703663 -0.846953
C10 3.336518 0.488898 3.087507
O3 4.387933 0.948337 2.960690
O4 2.977737 -0.261495 4.193021
C11 1.812987 -0.940403 3.842941
O5 1.429042 -1.793137 4.533666
H1 -2.727730 -1.553277 -4.384648
H2 -3.934889 -1.319391 -3.201357
H3 -2.658502 -0.103261 -1.825724
H4 -1.546217 -0.083507 -3.240431
H5 -0.073443 -1.310890 -1.978105
H6 -1.126796 -2.721058 -2.088194
H7 -1.551325 -2.635275 0.224236
H8 -2.070377 -0.874623 0.029925
H9 0.277220 -0.194167 -0.188197
H10 0.799355 -1.857207 0.327131
H11 -0.420724 -1.649373 2.441978
H12 -0.897038 0.024220 2.154992
Br1 -2.928953 -3.142073 -5.368095

Forces on atoms 1 to 6 (eV/Å):
0.3 2.9 2.5
-0.3 -1.2 -1.0
0.5 0.6 0.7
1.1 1.2 -0.8
-1.1 -0.4 0.3
0.7 -1.5 0.8

Results of the Löwdin charge analysis, in e, for atoms 1 through 8:
1 N -0.25
2 C -0.28
3 C -0.18
4 C -0.18
5 C -0.20
6 C -0.12
7 C -0.05
8 C -0.07

# 4
This record from OMol25 describes a cluster of 17 separate species, H33O17 in total. The level of theory is ωB97M-V/def2-TZVPD.

Its total charge is -1. For the LUMO energy, the calculation gives 2.4 eV. As for the frontier orbital gap: 9.1514 eV. Its HOMO energy is -6.8 eV. The calculation puts the energy relative to the best compared isomer or geometry (same formula, charge and spin) at 145.92 kcal/mol.

CARTESIAN COORDINATES (ANGSTROEM)
O1 3.106210 -0.448498 -1.851337
H1 2.444196 -0.053689 -1.008342
H2 3.957033 -0.423425 -1.604907
O2 -2.109818 -3.688716 0.316882
H3 -1.364823 -3.973810 0.844362
H4 -1.890648 -2.723294 0.037972
O3 -0.937489 1.553216 5.877521
H5 -1.678707 1.707142 5.248791
H6 -0.135295 1.250173 5.498944
O4 4.995164 1.490012 2.646763
H7 5.518131 2.322276 2.492822
H8 4.922835 0.924424 1.866759
O5 2.644949 -3.185608 1.699939
H9 2.216487 -4.150942 1.881601
O6 -2.874998 -1.547322 -1.135282
H10 -1.839593 -2.322232 4.475776
H11 -3.588068 -2.070219 -1.714024
O7 -4.254504 1.004084 -1.854237
H12 -4.386012 1.912422 -1.814348
H13 -3.918396 0.790986 -2.816236
O8 -0.658611 0.353193 0.289400
H14 -0.820240 0.811704 -0.580649
H15 1.894868 -2.833256 1.312110
O9 -2.355561 0.248266 3.975014
H16 -2.284136 0.561464 3.048167
H17 -1.573551 -0.256309 4.240361
O10 1.319372 2.714966 -2.002893
H18 0.838688 2.058340 -1.818712
H19 2.258869 2.527270 -1.549463
O11 1.046675 1.469428 -5.370635
H20 0.493872 0.927934 -4.732779
H21 1.970526 1.214052 -5.103597
O12 1.935227 0.651196 0.304741
H22 2.159139 1.478652 0.473874
H23 0.173667 -1.236902 0.011246
O13 0.840625 -1.868686 -0.356056
H24 1.445504 -1.243794 -0.435007
H25 -2.869620 -0.691926 -1.569913
O14 -1.403812 1.524722 -3.217204
H26 -0.426426 1.795092 -3.325229
H27 -1.769246 2.132524 -2.558206
O15 -1.647587 -1.807990 5.225740
H28 -2.427654 -1.515800 5.764654
H29 0.352365 0.779476 0.424704
O16 -3.206790 1.381616 0.697899
H30 -3.209378 0.446392 0.905439
H31 -2.448470 1.393258 0.345805
O17 2.830314 -0.236980 -4.660841
H32 3.030234 -0.830753 -3.806244
H33 3.684475 -0.314118 -5.021138

Forces on atoms 1 to 6 (eV/Å):
-6.6 0.5 0.0
2.5 0.0 -1.5
4.6 0.2 1.9
0.3 2.2 -0.5
0.3 0.0 0.0
-0.6 -2.4 0.5

Results of the Löwdin charge analysis, in e, for atoms 1 through 8:
1 O -0.14
2 H 0.08
3 H -0.06
4 O -0.12
5 H 0.01
6 H 0.04
7 O -0.08
8 H 0.03

# 5
This record from OMol25 describes the molecule C3H5F2N. The level of theory is ωB97M-V/def2-TZVPD.

For the LUMO energy, the calculation gives 1.0 eV. As for the frontier orbital gap: 10.5661 eV. Its HOMO energy is -9.6 eV. The calculation puts the energy relative to the best compared isomer or geometry (same formula, charge and spin) at 24.19 kcal/mol. The SMILES is N[C@@H]1[C@@H](F)[C@H]1F.

CARTESIAN COORDINATES (ANGSTROEM)
N1 -1.369620 -1.274875 -0.919491
C1 -0.479727 -0.200057 -0.656424
C2 0.743403 -0.527068 0.032023
F1 1.778550 0.323552 -0.273581
C3 -0.437311 0.181629 0.776236
F2 -0.177769 1.463532 1.137484
H1 -2.353962 -0.850667 -0.973687
H2 -1.220459 -1.702757 -1.840733
H3 -0.320312 0.718019 -1.223165
H4 0.974328 -1.570783 0.285766
H5 -0.857477 -0.480459 1.502111

Forces on atoms 1 to 6 (eV/Å):
-2.7 0.7 -1.3
-0.8 0.9 -0.1
0.4 0.3 1.2
0.2 -0.6 0.2
2.3 -1.1 -0.2
-0.5 0.0 0.0

Results of the Löwdin charge analysis, in e, for atoms 1 through 8:
1 N 0.05
2 C -0.35
3 C -0.21
4 F 0.01
5 C -0.20
6 F 0.03
7 H 0.12
8 H 0.09

# 6
This record from OMol25 describes a cluster of 14 separate species, C26H80O14 in total. The level of theory is ωB97M-V/def2-TZVPD.

For the LUMO energy, the calculation gives 0.0 eV. As for the frontier orbital gap: 9.4695 eV. Its HOMO energy is -9.5 eV. The calculation puts the energy relative to the best compared isomer or geometry (same formula, charge and spin) at 92.76 kcal/mol.

CARTESIAN COORDINATES (ANGSTROEM)
C1 3.455755 -4.669430 -0.525516
C2 3.179205 -3.252650 -0.978716
C3 2.066495 -3.164740 -2.039496
O1 2.747845 -2.635410 0.211524
H1 4.072135 -5.152900 -1.283436
H2 2.656525 -5.394200 -0.370506
H3 4.178635 -4.798370 0.280044
H4 4.096835 -2.855070 -1.412306
H5 2.384195 -3.652950 -2.960806
H6 1.816205 -2.161450 -2.384276
H7 1.132145 -3.641100 -1.742546
H8 1.880245 -2.996360 0.407934
C4 1.147855 2.803110 5.078484
C5 1.461655 1.977090 3.816684
C6 2.826065 1.290390 3.789094
O2 0.513195 0.993140 3.585614
H9 0.119235 3.163350 5.062064
H10 1.821715 3.643470 5.245244
H11 1.310085 2.142980 5.930544
H12 1.331615 2.644430 2.964704
H13 2.882785 0.834330 4.777464
H14 3.544015 2.085700 3.588764
H15 2.891965 0.456950 3.089714
H16 0.645165 0.688280 2.684924
C7 -1.116345 -0.747770 -5.896126
C8 -2.004145 -1.258720 -4.714386
C9 -1.161775 -1.680820 -3.547106
O3 -2.872995 -0.259040 -4.315046
H17 -1.608645 0.031020 -6.478566
H18 -0.844835 -1.587460 -6.535886
H19 -0.185785 -0.320870 -5.522086
H20 -2.549495 -2.180460 -4.917066
H21 -0.328675 -2.362870 -3.717006
H22 -1.814325 -2.266520 -2.899636
H23 -0.826125 -0.778770 -3.035506
H24 -3.488395 -0.076050 -5.028766
C10 0.706135 0.585350 -0.857546
C11 0.074015 0.160480 0.467574
C12 -1.001625 -0.825480 0.223214
O4 1.113195 -0.314830 1.304264
H25 0.013975 1.157150 -1.475656
H26 1.222655 -0.142940 -1.482766
H27 1.469805 1.329740 -0.632186
H28 -0.419495 0.936000 1.053334
H29 -0.507495 -1.654010 -0.284206
H30 -1.770585 -0.408540 -0.427146
H31 -1.503835 -1.237310 1.098594
H32 1.464155 -1.106340 0.889594
C13 7.007035 -0.902990 1.666414
C14 5.475795 -0.847750 1.868424
C15 4.749665 0.160220 0.883484
O5 5.061855 -2.202770 1.687014
H33 7.516725 -1.566130 2.365394
H34 7.506255 0.056820 1.799254
H35 7.189835 -1.265590 0.654874
H36 5.202775 -0.591090 2.891994
H37 3.678455 0.251330 1.063194
H38 4.881735 -0.329770 -0.081176
H39 5.208005 1.134880 0.715964
H40 4.296725 -2.125920 1.112324
C16 -2.575925 2.468830 3.196324
C17 -4.020805 2.482640 3.521204
C18 -4.585845 3.880830 3.513744
O6 -4.759825 1.776260 2.595274
H41 -2.024205 2.889810 4.036844
H42 -2.129685 3.036650 2.379904
H43 -2.229115 1.451240 3.016544
H44 -4.144735 1.844080 4.395844
H45 -3.981845 4.636040 4.016684
H46 -5.594115 3.998060 3.910904
H47 -4.748365 4.246710 2.499924
H48 -4.342555 1.974770 1.753794
C19 -5.247895 -0.444420 -1.866156
O7 -3.899745 -0.014400 -1.846236
H49 -5.881805 0.112860 -2.555866
H50 -5.247985 -1.530910 -1.953516
H51 -5.614985 -0.369800 -0.842546
H52 -3.438635 -0.131550 -2.680056
C20 2.985135 0.253480 -4.280556
O8 3.033405 1.083500 -5.435546
H53 3.153485 -0.714940 -4.751646
H54 3.813805 0.408390 -3.589606
H55 2.039155 0.253550 -3.739056
H56 2.772825 0.593370 -6.218796
C21 -1.161255 -1.486690 4.681874
O9 0.113775 -1.805290 4.036344
H57 -0.893105 -0.943790 5.588214
H58 -1.825445 -0.866720 4.079714
H59 -1.803245 -2.307170 5.002434
H60 0.404185 -1.047940 3.522834
C22 -0.595865 -4.258290 1.450964
O10 0.427525 -3.323390 1.598174
H61 -1.126105 -4.326330 2.400864
H62 -1.233225 -4.042260 0.593524
H63 -0.199935 -5.254070 1.251584
H64 0.372805 -2.924580 2.469694
C23 2.967395 3.552320 -2.430466
O11 2.345185 3.315920 -3.667366
H65 2.469255 4.340880 -1.866436
H66 2.980375 2.688100 -1.766336
H67 3.927915 3.989740 -2.702796
H68 2.770615 2.652690 -4.215766
C24 -4.673255 -1.724260 2.046894
O12 -5.769875 -2.435250 2.618014
H69 -4.353475 -2.259530 1.152844
H70 -4.773455 -0.690030 1.717604
H71 -3.866425 -1.656800 2.776664
H72 -6.508065 -1.872510 2.862944
C25 -0.978085 2.375270 -4.063596
O13 -1.786575 3.315420 -4.636746
H73 -0.191595 2.806470 -3.444236
H74 -1.709025 1.777080 -3.519546
H75 -0.357125 1.885850 -4.813916
H76 -2.171965 2.922280 -5.423206
C26 -3.322965 3.459000 -0.483176
O14 -3.508355 2.082230 0.018604
H77 -3.432215 4.287890 0.216184
H78 -2.304335 3.354480 -0.856776
H79 -4.008895 3.690600 -1.298006
H80 -3.550665 1.432890 -0.687216

Forces on atoms 1 to 6 (eV/Å):
1.8 -1.8 -1.4
-1.5 -1.5 0.2
0.4 -0.2 -0.7
0.3 2.1 -0.2
-0.1 -0.2 -0.7
-0.6 0.6 0.1

Results of the Löwdin charge analysis, in e, for atoms 1 through 8:
1 C -0.06
2 C -0.44
3 C -0.04
4 O -0.09
5 H 0.07
6 H 0.09
7 H 0.09
8 H 0.14